Entry 1:
142
Properties=species:S:1:pos:R:3:forces:R:3 method="wB97M-V/def2-TZVPD" de_lowest_ev=3.711 total_charge=0 e_lumo_ev=0.23 gap_ev=9.15 smiles=COCCNCCOC.COCCNCCOC.COCCNCCOC.COCCNCCOC.CC(C)O.CC(C)O.CC(C)O.OCCO
C -3.4428 -0.7432 3.0125 0.5572 -0.2018 -0.6014
C -2.1589 -0.0836 2.5136 0.9953 -0.0185 0.1669
O -1.1146 -1.0419 2.2650 -0.5958 -0.2330 -0.2040
O -4.3264 0.2665 3.4343 -0.2850 0.2174 0.4092
H -3.1983 -1.4376 3.8162 -0.0168 0.2326 0.3314
H -3.9259 -1.3625 2.2568 0.2177 -0.0111 -0.3262
H -1.7418 0.5789 3.2720 -0.5504 0.2222 0.3753
H -2.3006 0.5439 1.6336 -0.4371 -0.1245 -0.1937
H -0.4818 -0.6085 1.6877 0.0952 -0.1072 -0.0138
H -5.0221 0.3665 2.7804 -0.0118 0.0455 0.0342
C 2.6308 -0.9524 -10.1844 -0.6600 -0.2164 -0.5080
O 3.6562 -1.3968 -9.3527 0.5046 0.4710 0.3714
C 4.8716 -1.4229 -10.0571 2.0047 -1.3497 0.9964
C 6.0810 -1.7631 -9.0413 -1.9140 0.1494 -0.9512
N 5.7105 -2.8840 -8.1779 0.2951 -0.0734 0.1042
C 6.6251 -3.0366 -7.0503 -0.1597 -1.0538 1.0266
C 6.1130 -4.0030 -5.9376 0.0152 -0.2259 -0.1423
O 5.0021 -3.3793 -5.3921 -1.6518 1.1149 1.0277
C 4.4075 -4.0382 -4.2693 0.8339 0.0966 -0.6483
H 2.6768 0.1124 -10.4127 0.1665 0.2421 0.1449
H 1.6588 -1.1759 -9.7446 0.1455 0.0210 0.2177
H 2.6844 -1.4831 -11.1350 -0.1133 -0.1110 -0.2684
H 5.1158 -0.5053 -10.5923 -0.1923 0.4272 0.2049
H 4.8270 -2.2047 -10.8153 -0.0572 -0.2699 -0.1320
H 6.2434 -0.8314 -8.4994 0.2832 0.1534 0.3843
H 6.9847 -2.0226 -9.5928 -0.0611 0.1311 -0.1727
H 4.8406 -2.6254 -7.7345 -0.4692 -0.1329 -0.1549
H 6.6928 -2.0769 -6.5380 0.4208 0.2193 0.2707
H 7.6311 -3.3762 -7.2965 -0.0240 0.1313 -0.5731
H 6.8581 -4.2434 -5.1791 0.7136 0.9180 0.3115
H 5.8271 -5.0368 -6.1316 -0.1558 -0.2050 -1.4379
H 4.3094 -5.0861 -4.5525 -0.1810 -0.2675 0.4412
H 3.4415 -3.6232 -3.9817 0.0004 0.1821 -0.6261
H 5.0446 -3.9027 -3.3953 0.2487 -0.3423 0.1212
C 6.6908 -3.2614 6.3178 -0.7501 -0.4384 0.0896
O 6.0187 -2.1319 6.9154 1.1875 -1.2104 -0.9116
C 4.8723 -1.7670 6.1775 -0.7963 1.8843 0.6365
C 4.5123 -0.3788 6.7579 -0.4519 -0.7065 -0.5653
N 5.5101 0.5821 6.3668 0.6488 0.4912 1.2711
C 5.4704 1.8193 7.1787 1.6881 1.0387 -1.4181
C 6.7752 2.6358 6.8609 -1.3741 -0.4545 -0.1792
O 7.8278 1.9887 7.5140 0.5881 -0.3886 0.7601
C 9.1637 2.4387 7.3353 -0.5736 0.2335 -0.9124
H 6.9652 -3.0943 5.2762 -0.1487 0.2742 -0.0948
H 6.0265 -4.1237 6.3740 -0.3516 -0.0926 -0.3165
H 7.5806 -3.6503 6.8129 0.0836 0.9919 0.5997
H 4.0195 -2.4317 6.3159 0.1058 -0.4181 0.1712
H 4.9948 -1.5982 5.1076 0.6689 -0.4222 -0.2161
H 4.5089 -0.5277 7.8377 -0.5331 0.1984 0.2959
H 3.5747 -0.0063 6.3453 -0.4248 -0.3726 0.3910
H 6.3506 0.1118 6.6709 0.7621 0.1501 -0.2666
H 5.5059 1.7794 8.2674 -0.4758 -0.7963 0.2336
H 4.6410 2.4490 6.8568 -0.2295 -0.1320 0.0910
H 6.6036 3.6562 7.2036 0.3223 0.2698 0.2540
H 6.8782 2.6613 5.7761 0.3504 -0.0505 -0.2231
H 9.8255 1.9867 8.0741 -0.3475 -0.0078 0.0676
H 9.2477 3.5253 7.3562 -0.1143 0.2091 0.4060
H 9.5082 2.1653 6.3380 0.1626 -0.2495 -0.1666
C 1.9769 3.8984 -4.8030 -1.6599 0.3211 -0.5994
O 1.4041 2.6493 -4.3337 0.7157 1.2871 -0.5906
C 2.3763 1.7334 -3.9302 0.2860 -0.7765 1.8114
C 3.0110 2.1183 -2.5672 -0.2458 0.3772 -0.3347
N 2.0435 2.2824 -1.4384 0.8996 -0.2673 -0.8009
C 2.6571 2.9108 -0.2730 0.0345 0.5534 0.3725
C 2.8244 4.4302 -0.3865 -0.3727 -0.1271 -0.0773
O 1.5697 5.0471 -0.6677 -0.3247 -1.6773 -0.1907
C 1.6791 6.3383 -1.1622 0.9356 0.4341 0.8841
H 1.9475 4.7229 -4.0907 0.2986 -0.3828 0.6829
H 1.2838 4.2579 -5.5636 -0.1896 -0.1651 -0.1548
H 2.9338 3.9088 -5.3249 0.3194 -0.8333 0.4093
H 3.1365 1.6132 -4.7020 0.3007 0.0644 0.0506
H 1.9328 0.7525 -3.7590 -0.5412 0.0595 -0.3920
H 3.5680 3.0216 -2.8163 0.2008 0.5372 0.4305
H 3.7663 1.3849 -2.2847 -0.0974 -0.2099 0.0072
H 1.2926 2.8819 -1.7493 -0.2315 0.0500 -0.1032
H 3.6435 2.4935 -0.0702 0.1799 -0.1059 -0.3142
H 2.1275 2.7028 0.6567 -0.5640 -0.1510 -0.1884
H 3.5564 4.6162 -1.1724 -0.0206 0.3730 -0.3304
H 3.2153 4.8561 0.5377 0.2031 -0.0337 0.2223
H 2.4162 6.3560 -1.9650 -0.2795 0.2568 -0.5560
H 2.1188 6.9190 -0.3513 0.0273 0.7076 0.0219
H 0.7042 6.7645 -1.3991 0.1147 -0.3142 -0.2488
C -6.0942 3.0301 -1.9552 -0.0776 0.2920 0.2161
O -7.2888 2.9809 -1.1583 -0.1836 -0.1089 -1.1435
C -7.6950 1.6232 -0.9794 0.7489 -0.6705 0.8337
C -8.9628 1.4263 -0.1488 0.8053 1.6979 0.8730
N -8.6093 1.7777 1.2879 -1.0404 -1.0461 -0.8965
C -9.7539 1.7041 2.2155 -0.1354 -0.7610 -0.7859
C -10.4056 0.2689 2.3721 0.5847 1.0016 1.5829
O -10.7878 0.0450 3.7511 -0.0710 0.1031 -0.3235
C -9.7204 0.0889 4.7008 -1.1358 0.1713 -0.0797
H -6.1897 2.7180 -2.9952 -0.6408 -0.5553 -0.0277
H -5.3113 2.4252 -1.4978 0.1246 -0.0376 0.1130
H -5.7340 4.0515 -2.0781 -0.2494 0.1488 0.6748
H -6.8847 1.1987 -0.3866 0.1246 -0.5450 0.1386
H -7.7210 1.0264 -1.8911 -0.2261 0.4032 -0.4947
H -9.3796 0.4251 -0.2576 0.4075 -0.1168 0.2598
H -9.7202 2.1109 -0.5307 -0.3285 0.1646 -0.0593
H -8.3161 2.7442 1.2805 0.2520 0.1342 -0.1367
H -10.5921 2.3178 1.8856 -0.1091 0.3911 -0.1577
H -9.4098 2.1519 3.1478 -0.1168 -0.4434 0.0898
H -9.7966 -0.5877 2.0830 0.4578 0.2449 -0.3776
H -11.3295 0.2749 1.7938 0.0060 -0.2724 0.1656
H -9.3416 1.1087 4.7695 0.6939 -0.2458 -0.1750
H -8.9935 -0.7043 4.5264 0.3688 0.2889 -0.1826
H -10.1635 -0.0807 5.6822 -0.2052 -0.2531 -0.0978
C -4.1004 -2.8943 -5.0752 -0.0987 0.6244 0.9024
C -2.8553 -3.6854 -5.3495 1.4980 -0.2636 -0.2077
C -2.0831 -4.1776 -4.1079 -1.0408 0.9921 0.5024
O -3.2347 -4.7896 -6.0773 -1.4820 -2.1005 -1.2542
H -4.8624 -2.8647 -5.8539 0.5274 -0.1655 -0.3975
H -3.7750 -1.8750 -4.8669 -0.3197 0.1508 0.1950
H -4.6183 -3.2915 -4.2023 0.0563 0.0308 0.1971
H -2.1845 -3.1355 -6.0096 0.2089 0.6636 0.2143
H -2.8244 -4.6197 -3.4423 0.0186 -0.4727 -0.0512
H -1.7116 -3.3422 -3.5143 0.4339 0.1043 -0.1702
H -1.2957 -4.9004 -4.3214 -0.0411 0.1906 -0.1721
H -2.5176 -5.2722 -6.4950 0.2443 0.2504 0.2442
C -3.9633 6.1676 3.4070 -0.0604 0.6828 -0.0841
C -5.0069 6.3067 4.5261 2.5592 1.0040 -1.0543
C -4.6486 7.4333 5.5166 -0.2728 -0.7729 -0.3553
O -6.1374 6.6868 3.7684 -0.7917 -0.5955 0.8674
H -4.3694 5.4441 2.7002 0.4913 -0.2581 0.0397
H -2.9282 6.0019 3.7056 -0.1876 -0.5724 0.2306
H -3.9222 7.1142 2.8681 -0.1729 0.1720 -0.0643
H -5.0006 5.3279 5.0056 -0.9497 -0.0793 0.2872
H -3.8177 7.1571 6.1657 -0.0548 -0.0536 0.0595
H -5.5406 7.6189 6.1150 0.1193 0.2568 0.2618
H -4.3737 8.3313 4.9632 -0.1384 0.0265 0.0179
H -6.8480 6.7090 4.4134 -0.5447 0.1778 -0.2111
C 0.8052 -8.4405 3.4933 -0.2079 -0.4472 0.5068
C -0.1457 -7.8588 2.4890 0.1712 0.1339 -2.1017
C -0.8184 -8.8485 1.4922 0.2669 0.1564 1.4156
O -1.1307 -7.0574 3.1325 -0.0387 -0.0795 0.2478
H 0.1538 -8.9636 4.1934 0.3028 0.1344 0.5816
H 1.3880 -7.6372 3.9440 -0.2871 -0.0449 0.4091
H 1.5412 -9.1757 3.1682 -0.2066 0.0049 -0.6395
H 0.4137 -7.1812 1.8440 0.2556 0.1191 -0.1573
H -1.6983 -8.3600 1.0734 0.2711 -0.0284 -0.3434
H -1.1715 -9.7332 2.0221 -0.0606 -0.1145 0.0638
H -0.0805 -9.1778 0.7607 -0.2189 0.1161 -0.1941
H -0.9148 -6.1510 2.9014 -0.2510 0.0620 0.2112

---

Entry 2:
41
Properties=species:S:1:pos:R:3:forces:R:3 method="wB97M-V/def2-TZVPD" de_lowest_ev=2.793 total_charge=0 e_lumo_ev=0.73 gap_ev=8.62 smiles=CCc1c[nH]c2ccccc12.CCc1ccc(O)cc1
C -3.2057 -1.5108 -1.9383 -1.1798 1.7474 0.3584
C -3.1002 -1.8053 -3.4049 0.9904 -2.2388 -0.8875
C -2.0926 -1.7873 -1.0185 2.5374 0.2956 -1.2993
C -0.7885 -2.0841 -1.3727 -0.4860 -0.2364 -0.1641
C -2.0978 -1.7691 0.4030 -3.1879 0.5874 0.1763
C -0.9689 -2.3958 0.8046 1.7943 -0.1553 3.4473
C -3.0930 -1.3245 1.3512 0.5763 -1.1697 0.0391
C -0.8646 -2.8912 2.1628 1.1253 0.2069 -2.8436
C -3.0014 -1.8110 2.6377 0.2779 0.3674 -0.6921
C -1.8998 -2.6540 2.9736 -2.0395 0.8396 2.4833
N -0.0425 -2.3707 -0.2015 -1.1050 -0.3620 -1.5550
H -3.3782 -0.3997 -1.8822 -0.3991 -0.8363 0.2060
H -4.0892 -2.0413 -1.5521 0.0322 0.4064 0.0137
H -4.0226 -1.5656 -3.9307 -0.0514 0.0342 0.1161
H -0.3840 -2.1650 -2.3960 -0.0257 0.0302 0.9404
H 0.8332 -2.8502 -0.2192 0.1254 -0.2745 0.0870
H -3.8961 -0.6614 1.0751 -0.1555 -0.0328 -0.2963
H 0.0054 -3.4973 2.3420 0.1130 -0.1311 0.7297
H -3.7318 -1.5500 3.4245 0.4866 -0.1496 -0.6298
H -2.0174 -2.9367 4.0308 0.9197 -0.5329 -0.5708
H -2.8922 -2.9269 -3.5895 -0.3169 1.5956 0.2518
H -2.2927 -1.2650 -3.9027 0.0193 0.0707 0.1028
C 0.5698 1.7816 1.4615 0.6479 -0.5441 2.2054
C 0.6445 2.8067 2.6638 0.5565 -0.7297 -0.8330
C 1.5938 2.1099 0.3966 -1.0804 -0.7256 0.5358
C 1.6791 3.3870 -0.1627 0.9656 -1.0769 -0.4656
C 2.4495 1.0454 0.0553 -0.7281 2.0851 -0.2895
C 2.7011 3.6273 -1.1258 -1.2238 -0.8228 1.8714
C 3.4046 1.3434 -0.8551 2.6435 -0.2332 -2.2919
C 3.5636 2.5862 -1.4687 -2.6432 1.5142 0.5013
O 4.3411 2.8417 -2.5664 1.4122 -0.6446 0.6195
H 0.9080 0.8245 1.9356 -0.5228 0.4494 -0.6274
H -0.4812 1.6021 1.1782 0.4913 0.4112 -0.3847
H 0.9423 3.7606 2.2166 -0.6744 0.1979 0.6421
H 0.9220 4.1070 0.1706 0.6201 0.0352 -0.4406
H 2.2591 0.0630 0.4087 0.1116 -0.6133 0.4401
H 2.8103 4.6184 -1.4833 0.2130 0.6098 -0.7652
H 4.1544 0.6636 -1.2761 -0.4958 -0.5726 0.4909
H 5.2320 2.5963 -2.2744 0.0878 0.0697 -0.6807
H 1.4363 2.5582 3.3987 -0.2717 -0.0996 -0.5702
H -0.2946 2.7641 3.2034 -0.1602 0.6281 0.0288

---

Entry 3:
11
Properties=species:S:1:pos:R:3:forces:R:3 method="wB97M-V/def2-TZVPD" de_lowest_ev=5.204 total_charge=0 e_lumo_ev="-2.93 / -2.93" gap_ev="7.05 / 7.06"
C -1.1339 0.2431 0.5610 0.0914 -0.6330 -0.3816
C 0.3208 -0.1057 0.6496 -3.7268 -4.3879 -0.9743
N 1.3333 0.5570 -0.1005 1.0662 0.6270 0.2907
O 0.9368 1.4778 -0.7946 0.3168 -0.1072 0.0369
O 2.4684 0.1934 0.0904 0.1079 0.0606 -0.1147
O 0.1899 -1.3225 -1.4893 1.4671 -1.3201 4.0145
F 0.5937 -1.0095 1.6023 0.6675 2.0622 -2.0820
H -1.5888 0.1275 1.5661 0.4012 1.4695 -0.1843
H -1.1994 1.1047 -0.1448 -0.5316 -0.2902 1.3441
H -1.7608 -0.5737 0.1172 1.2228 0.2394 -0.2900
H -0.1599 -0.6922 -2.0574 -1.0826 2.2797 -1.6593

---

Entry 4:
17
Properties=species:S:1:pos:R:3:forces:R:3 method="wB97M-V/def2-TZVPD" de_lowest_ev=1.516 total_charge=0 e_lumo_ev=0.81 gap_ev=9.19 smiles="CO[P@H]1=NCCC1"
C -0.5559 -1.1411 -1.3036 -0.2220 -0.0525 -0.0036
C -0.6442 -2.0076 -0.0339 -0.2721 -0.0071 0.0366
C 0.5383 -0.0945 -1.0750 -0.0831 0.2407 0.2910
C -0.1492 2.7814 1.6808 -0.2135 -0.9040 -0.6459
N -0.3726 -1.1993 1.1309 0.5352 1.3748 0.7814
O 0.5005 1.5058 1.4853 -0.1828 -0.4677 -0.1628
P 0.5378 0.0320 0.7736 -0.0041 0.2028 0.0646
H -0.3633 -1.7579 -2.1824 -0.0251 0.1135 -0.0576
H -1.5180 -0.6376 -1.4316 0.0787 -0.0139 -0.0877
H -1.6392 -2.4481 0.0789 0.0674 -0.0869 -0.2279
H 0.0807 -2.8293 -0.0766 -0.0522 -0.0696 -0.1177
H 1.5228 -0.4630 -1.3727 0.0434 0.0713 0.0195
H 0.3423 0.8450 -1.5901 0.1098 0.0214 0.0255
H 0.4419 3.3066 2.4280 -0.0692 -0.0568 -0.0288
H -0.1421 3.3349 0.7397 0.0017 0.0131 0.0896
H -1.1779 2.6563 2.0180 0.0648 -0.0419 0.0539
H 1.8682 -0.0361 1.1844 0.2229 -0.3372 -0.0300

---

Entry 5:
13
Properties=species:S:1:pos:R:3:forces:R:3 method="wB97M-V/def2-TZVPD" de_lowest_ev=1.817 total_charge=0 multiplicity=6 e_lumo_ev="-1.01 / -4.11" gap_ev="7.81 / 4.75"
C -1.0051 1.5989 -0.9850 0.9463 0.2004 -0.2219
C -1.3228 0.6658 0.1567 0.4749 -1.7547 0.4991
O -1.2716 -0.6402 -0.1963 -1.2859 2.2105 0.8567
Cr 0.1950 -1.8819 -0.3170 2.1280 -0.5694 1.1790
H -1.3984 2.6006 -0.7700 0.2881 -0.2458 -0.2234
H 0.0839 1.6062 -1.1442 -0.2605 0.4049 0.1625
H -1.3902 1.2043 -1.9390 -0.3545 0.1810 0.5415
H -2.2753 0.8699 0.6962 0.8271 0.0680 0.1288
H -0.2470 0.6749 1.0873 -1.9019 -0.2536 -1.7752
O 1.2095 -0.8189 1.0346 -1.3987 -0.0362 -1.1736
C 2.2288 -1.6756 0.8598 2.6396 0.8601 1.8313
O 1.8283 -2.7548 0.2458 -0.6480 -0.7042 -1.1695
O 3.3649 -1.4493 1.2711 -1.4544 -0.3610 -0.6353

---

Entry 6:
56
Properties=species:S:1:pos:R:3:forces:R:3 method="wB97M-V/def2-TZVPD" de_lowest_ev=2.733 total_charge=0 multiplicity=3 e_lumo_ev="-1.66 / -1.68" gap_ev="5.99 / 7.46"
W -0.5699 -0.3356 0.0061 1.1088 -0.3288 -1.4303
O -1.2764 -2.9431 3.1257 -0.0738 0.0778 -0.1370
C -1.2326 -1.9858 2.4025 0.0643 0.1206 -0.0414
O -0.4950 -1.8422 1.3197 -0.1520 0.0760 0.4011
C -1.9582 -0.6953 2.6946 -0.1877 -0.0317 0.2303
C -2.8044 -0.4096 3.7564 0.1145 0.1130 -0.1413
C -3.2841 0.8908 3.8773 0.1181 0.0907 -0.1644
C -2.8765 1.8841 2.9754 -0.0307 -0.3446 0.1855
C -2.0350 1.5009 1.9577 0.1930 0.2529 -0.2721
N -1.6321 0.2428 1.8259 -0.1339 0.0447 -0.0587
C -1.3470 2.3728 0.9253 -0.0119 -0.2830 0.2782
O -1.4776 3.5606 0.8362 0.0214 -0.1805 -0.0317
O -0.5149 1.6267 0.1982 -0.3268 0.5334 0.3481
H -3.0503 -1.1964 4.4545 -0.0339 0.0108 0.0289
H -3.9544 1.1458 4.6866 -0.0054 -0.0057 0.0132
H -3.1862 2.9155 3.0557 -0.0146 0.0130 0.0333
C -0.8857 2.1106 -2.4248 -0.0333 0.0777 0.0168
O -0.1002 0.9432 -2.1637 0.2475 0.0535 0.1502
C 1.2365 1.0839 -2.6476 -0.0354 0.0130 -0.1272
C 2.0973 1.9175 -1.7318 0.0804 0.1340 0.0418
O 2.2151 1.2134 -0.5253 0.0822 -0.1313 -0.0320
C 2.7529 1.9135 0.5654 0.0409 0.1321 -0.0163
C 2.8310 0.9207 1.6930 0.0250 0.0714 0.1439
O 1.5287 0.4778 2.0788 -0.0340 -0.1840 0.0127
C 1.1313 0.9545 3.3497 -0.0700 0.0396 0.0447
H -0.7927 2.3752 -3.4799 -0.0084 -0.0596 0.0018
H -1.9208 1.8611 -2.2118 0.0119 -0.0053 0.0452
H -0.5814 2.9516 -1.8012 0.0316 -0.0378 -0.0390
H 1.6469 0.0793 -2.7448 -0.0249 0.0141 0.0621
H 1.1973 1.5508 -3.6373 0.0173 -0.0774 0.0123
H 3.0847 2.0628 -2.1933 -0.0560 0.0324 -0.0059
H 1.6476 2.9057 -1.5686 0.0165 -0.0180 0.0321
H 3.7611 2.2918 0.3432 -0.0475 -0.0216 -0.0235
H 2.1133 2.7672 0.8334 -0.0059 -0.0251 -0.0334
H 3.4116 0.0503 1.3834 -0.0301 0.0207 -0.0006
H 3.3396 1.3702 2.5501 0.0033 -0.0162 -0.0270
H 1.9453 0.8673 4.0738 -0.0166 -0.0218 -0.0204
H 0.8080 2.0024 3.3072 0.0225 -0.0082 -0.0057
H 0.3049 0.3376 3.7007 0.0068 0.0240 -0.0210
F -1.2795 -4.4790 -4.9909 0.0048 -0.0157 0.0164
C -1.2455 -3.5831 -4.0110 -0.0064 -0.0114 -0.0560
C -1.0086 -3.9721 -2.7060 -0.0437 0.1084 0.0477
F -0.8099 -5.2578 -2.4277 0.0148 -0.0565 0.0209
C -0.9875 -3.0233 -1.7002 0.0808 -0.3194 -0.4353
F -0.7846 -3.5051 -0.4790 -0.0087 -0.0574 0.0041
C -1.1375 -1.6498 -1.9299 -0.3184 0.1064 0.8825
Se -2.8503 -0.5745 -0.7544 -0.9246 0.0071 0.1591
C -1.4425 -1.3114 -3.2566 0.1355 -0.3550 -0.2634
F -1.8135 -0.0955 -3.6499 -0.0666 0.2341 0.0423
C -1.4750 -2.2486 -4.2775 0.0874 -0.0181 0.1286
F -1.7613 -1.8697 -5.5240 -0.0184 0.0371 -0.0305
N 5.0572 -2.1380 1.3235 0.1005 -0.0214 0.0904
C 4.1395 -2.3141 0.6462 -0.0481 0.2374 0.0355
N 3.1271 -2.5429 -0.1635 -0.0280 -0.4340 -0.2636
C 2.0918 -1.8763 -0.3307 -0.1317 0.2335 0.0686
N 1.1021 -1.2992 -0.6150 0.2974 0.1598 0.0999